1.
Here is a structure of composition C9H7NO4SV from OMol25. Energies are from ωB97M-V with the def2-TZVPD basis set.

For the max |F|, the calculation gives 9.94 eV Å⁻¹. The gap between HOMO and LUMO (alpha / beta) is 4.50 / 5.04 eV. As for the spin multiplicity: 3. The expectation value of S² is 2.05. For the LUMO energy (alpha / beta), the calculation gives -16.1675 / -15.5920 eV. The HOMO energy (alpha / beta) comes out at -20.665 / -20.636 eV. As for the charge: +3.

The geometry in XYZ format:
```
23
Properties=species:S:1:pos:R:3:forces:R:3:lowdin_spin:R:1
V 0.4839 -0.0954 0.0796 1.7 1.7 -3.9 1.766
C -1.3713 -0.2086 0.4260 -8.9 -0.2 1.3 0.009
O -2.5074 -0.2234 0.5727 4.3 0.0 -0.5 0.035
C 0.8744 -1.2201 1.6005 1.7 -5.3 8.2 0.027
O 1.0440 -1.8347 2.5809 -0.9 3.3 -5.5 0.102
C 1.2446 1.5577 0.6992 3.1 7.7 3.9 0.015
O 1.6215 2.5496 1.1826 -1.9 -5.0 -2.5 0.059
C 1.1845 -1.2025 -1.3556 3.0 -5.5 -6.9 0.005
O 1.5443 -1.8929 -2.2323 -2.1 3.9 4.9 0.045
C 3.3523 0.5922 -1.0352 0.2 0.6 -0.9 -0.061
H 3.3903 0.1768 -2.0382 -0.3 -0.1 0.0 -0.001
H 3.4510 1.6736 -0.9789 -0.2 0.0 0.1 -0.001
C 3.5717 -0.1791 0.0466 0.4 -0.8 1.2 -0.057
H 3.8668 0.2668 1.0057 -0.4 -0.1 -0.2 0.000
H 3.7536 -1.2573 -0.0509 -0.2 0.3 0.0 0.000
S 0.0679 2.7076 -3.6350 -0.6 -0.3 1.0 0.014
C -1.3077 1.6600 -3.6816 0.5 -1.4 1.7 0.012
C -1.3252 0.8534 -2.5401 0.1 0.3 -0.7 -0.004
N -0.2710 1.1081 -1.6598 0.0 -0.2 0.7 0.008
C 0.4810 2.1285 -2.0822 0.1 -0.2 -1.2 0.026
H -1.9859 1.5735 -4.5263 0.1 0.3 0.1 0.000
H -2.0299 0.0536 -2.2550 0.3 0.7 -0.6 0.000
H 1.3532 2.4479 -1.5288 -0.1 0.3 -0.4 0.001
```
Positions in Å, forces in eV/Å.

---

2.
Here is a structure of composition C4H6F12KO15S4 from OMol25. Energies are from ωB97M-V with the def2-TZVPD basis set.

For the max |F|, the calculation gives 2.60 eV Å⁻¹. The gap between HOMO and LUMO is 7.28 eV. For the LUMO energy, the calculation gives 5.6980 eV. The HOMO energy comes out at -1.584 eV. As for the charge: -3.

The geometry in XYZ format:
```
42
Properties=species:S:1:pos:R:3:forces:R:3:nbo_charge:R:1
K -21.1351 -10.6368 -20.8932 -0.2 0.4 -0.2 0.948
C -16.5818 -8.2472 -22.4420 -0.1 -1.8 -1.4 0.700
F -17.1410 -7.1441 -21.9799 0.2 0.3 0.3 -0.317
F -15.7522 -7.9423 -23.4734 -0.2 0.5 0.2 -0.349
F -15.7849 -8.8097 -21.5164 -0.3 0.3 0.4 -0.337
S -17.8804 -9.4748 -23.1094 -1.3 0.0 -0.3 2.334
O -18.7752 -8.5847 -23.8669 0.7 -0.2 0.8 -1.015
O -17.1742 -10.4106 -23.9414 0.5 0.4 0.4 -0.949
O -18.5024 -10.0367 -21.9056 0.6 0.7 -0.4 -1.030
C -17.1895 -12.9666 -19.5602 -1.3 0.6 -2.1 0.704
F -16.0544 -13.6483 -19.6614 0.5 -0.3 0.8 -0.331
F -17.7493 -13.0411 -18.3586 0.2 -0.8 0.7 -0.332
F -16.9012 -11.6708 -19.7240 0.4 0.3 -0.1 -0.337
S -18.3415 -13.5663 -20.9485 -0.5 -0.5 -1.3 2.316
O -19.6052 -12.8667 -20.6937 0.7 0.0 0.2 -1.052
O -17.6824 -13.1957 -22.2029 -0.3 -0.4 1.8 -0.946
O -18.4558 -15.0021 -20.6861 0.5 0.7 0.1 -1.009
C -23.8545 -12.5033 -23.2775 -1.0 0.1 -1.1 0.703
F -24.5922 -13.2767 -22.4778 0.1 0.0 0.4 -0.329
F -23.2471 -11.5688 -22.5503 0.1 0.1 0.1 -0.327
F -22.9227 -13.2865 -23.8351 0.4 0.0 0.1 -0.335
S -24.9492 -11.8079 -24.6431 -0.9 0.3 -0.4 2.311
O -26.0746 -11.1730 -23.9655 0.6 -0.6 0.0 -0.993
O -24.0993 -10.8625 -25.3490 0.1 -0.5 0.1 -1.001
O -25.3048 -13.0240 -25.3922 0.4 0.7 0.5 -1.022
C -24.8206 -8.4377 -18.1859 -0.2 -0.1 -1.5 0.676
F -24.7167 -7.1178 -17.9359 0.4 0.2 0.0 -0.352
F -23.8754 -9.0757 -17.4922 0.0 0.0 0.6 -0.338
F -26.0322 -8.7678 -17.6964 0.0 -0.4 0.2 -0.352
S -24.6416 -8.9090 -20.0309 0.1 0.1 0.2 2.347
O -25.0065 -10.3092 -20.0183 -0.2 0.5 0.2 -0.971
O -25.5375 -7.9754 -20.6866 0.1 -0.3 0.4 -0.989
O -23.2283 -8.6738 -20.2759 -0.1 0.1 0.3 -1.011
O -21.0124 -7.9524 -22.1480 0.6 -0.2 -0.1 -0.973
H -20.2460 -8.1552 -22.7234 -0.2 0.1 0.1 0.496
H -21.4868 -7.2574 -22.6092 -0.2 -0.1 0.0 0.465
O -22.2383 -12.9029 -19.5975 -0.2 -0.1 0.0 -0.956
H -21.8466 -12.8369 -18.7212 0.1 0.0 -0.1 0.461
H -21.5842 -13.3929 -20.1173 0.2 0.1 0.1 0.497
O -19.1022 -9.6564 -19.1491 0.2 0.1 0.0 -0.970
H -18.5368 -9.7717 -19.9332 -0.2 0.0 -0.1 0.508
H -18.5026 -9.7072 -18.4008 0.0 -0.1 0.0 0.459
```
Positions in Å, forces in eV/Å.

---

3.
Here is the molecule C4H8O3 from OMol25. Energies are from ωB97M-V with the def2-TZVPD basis set.

For the max |F|, the calculation gives 0.36 eV Å⁻¹. The gap between HOMO and LUMO is 11.17 eV. For the LUMO energy, the calculation gives 0.8033 eV. Its SMILES is OCC1(CO)CO1. The HOMO energy comes out at -10.365 eV.

The geometry in XYZ format:
```
15
Properties=species:S:1:pos:R:3:forces:R:3:nbo_charge:R:1
O -2.4053 0.2256 -0.1438 0.0 0.0 -0.3 -0.705
C -1.3396 -0.4935 0.4224 0.2 -0.2 0.2 -0.075
C 0.0172 0.0448 0.0224 0.0 0.0 0.2 0.141
C 1.2169 -0.5727 0.7268 -0.2 -0.1 0.3 -0.077
O 2.3877 -0.4642 -0.0376 0.0 -0.1 -0.2 -0.706
C 0.1590 1.3617 -0.5854 0.0 0.3 0.0 -0.112
O 0.1559 0.1732 -1.3946 0.0 -0.1 -0.2 -0.524
H -2.2745 0.1960 -1.1024 -0.1 0.0 0.1 0.473
H -1.4616 -0.4568 1.5093 0.0 0.1 -0.1 0.190
H -1.3700 -1.5541 0.1231 0.0 0.1 0.1 0.171
H 1.3944 -0.0401 1.6675 -0.1 -0.1 -0.1 0.188
H 0.9902 -1.6215 0.9791 0.1 0.1 -0.1 0.161
H 2.1270 -0.6568 -0.9509 0.1 0.1 0.1 0.480
H 1.1220 1.8666 -0.5339 -0.1 -0.1 0.0 0.198
H -0.7194 1.9919 -0.7021 0.1 -0.1 0.0 0.198
```
Positions in Å, forces in eV/Å.

---

4.
Here is the molecule C2H4N4S2 from OMol25. Energies are from ωB97M-V with the def2-TZVPD basis set.

For the max |F|, the calculation gives 1.42 eV Å⁻¹. The gap between HOMO and LUMO is 8.66 eV. For the LUMO energy, the calculation gives 0.3609 eV. Its SMILES is S=C1NNC(=S)NN1. The HOMO energy comes out at -8.303 eV.

The geometry in XYZ format:
```
12
Properties=species:S:1:pos:R:3:forces:R:3:nbo_charge:R:1
C -0.5985 1.0505 0.7707 0.1 0.0 0.0 0.250
C 0.5998 -1.0413 -0.7692 0.2 -0.2 0.0 0.257
H -1.7745 1.2466 -0.8781 0.2 -0.1 0.0 0.434
H -0.7900 -0.4906 -2.1530 0.1 0.1 0.3 0.436
H 1.7355 -1.2599 0.8871 0.8 -0.5 0.5 0.429
H 0.7923 0.4677 2.1502 0.0 0.1 0.0 0.432
N -0.9986 0.7412 -0.4786 -0.2 0.2 0.0 -0.443
N -0.4144 -0.2906 -1.2355 0.0 -0.1 -0.2 -0.442
N 1.0126 -0.7351 0.4781 -1.0 0.7 -0.7 -0.440
N 0.4246 0.3056 1.2307 0.1 -0.2 0.0 -0.442
S -1.2904 2.2686 1.6617 0.0 -0.1 -0.1 -0.230
S 1.3014 -2.2628 -1.6641 -0.2 0.3 0.2 -0.240
```
Positions in Å, forces in eV/Å.

---

5.
Here is a structure of composition C9H15BFORb from OMol25. Energies are from ωB97M-V with the def2-TZVPD basis set.

For the max |F|, the calculation gives 4.55 eV Å⁻¹. The gap between HOMO and LUMO is 8.30 eV. For the LUMO energy, the calculation gives -0.1139 eV. The HOMO energy comes out at -8.411 eV.

The geometry in XYZ format:
```
28
Properties=species:S:1:pos:R:3:forces:R:3:lowdin_charge:R:1
Rb 1.1384 0.8248 1.9937 0.3 0.1 -0.2 1.000
B 3.9961 0.3213 2.1721 0.4 0.0 0.0 -0.531
H 3.8012 0.7884 1.2192 -1.2 2.1 -3.8 -0.125
H 3.5895 0.8450 3.0235 -1.5 2.5 3.4 -0.130
H 3.5341 -0.6536 2.1898 -1.9 -4.1 -0.1 -0.111
H 5.0685 0.2223 2.2376 4.0 -0.4 0.5 -0.080
C 1.0431 1.6689 -2.9047 0.6 0.9 1.2 -0.001
C 1.7608 2.2661 -1.6686 0.5 -0.9 2.4 -0.407
O 1.2109 2.3666 -0.5507 0.4 -0.2 -2.6 -0.073
C 3.2586 2.6198 -1.7243 -0.4 0.8 -0.3 -0.013
H 1.7496 1.1438 -3.5475 -0.1 0.0 0.1 0.080
H 0.6597 2.5331 -3.4472 -0.2 -0.1 -0.2 0.086
H 0.2306 1.0380 -2.5440 0.0 0.1 -0.2 0.076
H 3.6983 2.7589 -0.7367 -0.3 -0.6 0.1 0.082
H 3.3652 3.6211 -2.1416 -0.2 0.2 -0.4 0.082
H 3.8992 1.9961 -2.3478 -0.3 -0.3 0.1 0.083
F -1.3972 -0.4453 1.4160 0.7 0.3 0.6 -0.023
C -2.4114 -1.2537 1.1237 -2.3 -1.9 -2.6 -0.263
C -2.6446 -1.5285 -0.2744 -0.6 -0.6 1.4 0.010
C -3.7782 -2.2882 -0.6598 0.2 0.2 1.7 -0.069
C -4.6342 -2.7815 0.3423 0.8 0.0 0.7 -0.085
C -4.3569 -2.5560 1.7052 -0.1 0.2 -1.0 -0.085
C -3.2599 -1.8136 2.0968 1.1 1.3 -0.5 -0.021
H -1.9130 -1.2678 -1.0249 0.0 0.4 0.1 0.102
H -4.0363 -2.5125 -1.6842 0.4 0.1 -0.1 0.100
H -5.4499 -3.4562 0.1281 -0.2 0.2 -0.3 0.097
H -5.0396 -2.8857 2.4743 0.0 -0.3 -0.1 0.105
H -3.0826 -1.5714 3.1342 0.0 -0.1 0.1 0.114
```
Positions in Å, forces in eV/Å.

---

6.
Here is the molecule C7H10 from OMol25. Energies are from ωB97M-V with the def2-TZVPD basis set.

For the max |F|, the calculation gives 1.90 eV Å⁻¹. The gap between HOMO and LUMO is 10.11 eV. For the LUMO energy, the calculation gives 1.1150 eV. Its SMILES is C#CC1(CC)CC1. The HOMO energy comes out at -8.994 eV.

The geometry in XYZ format:
```
17
Properties=species:S:1:pos:R:3:forces:R:3:nbo_charge:R:1
C 2.2456 0.3818 -0.1365 -0.5 0.2 0.0 -0.609
C 1.0981 -0.4479 0.4775 -0.6 0.1 0.4 -0.363
C -0.4175 -0.0335 0.1490 -0.5 -0.3 0.2 -0.129
C -0.9098 -0.8320 -1.0070 -0.3 -0.3 -0.7 -0.402
C -1.5788 -1.0742 0.2930 0.1 -0.6 0.1 -0.394
C -1.1376 1.2359 0.3232 1.5 1.1 -0.2 -0.007
C -1.6951 2.3036 0.4477 0.6 -0.4 0.0 -0.262
H 2.2300 0.3743 -1.2298 -0.2 0.0 0.1 0.206
H 3.2486 0.0186 0.1561 -0.6 0.0 0.1 0.215
H 2.1501 1.4090 0.2050 0.2 0.2 -0.1 0.211
H 1.2691 -1.4826 0.1193 -0.7 0.4 0.3 0.204
H 1.2274 -0.4775 1.5542 0.1 0.1 0.3 0.205
H -1.4150 -0.2523 -1.7534 -0.5 -0.2 -0.4 0.223
H -0.2865 -1.6333 -1.3663 0.3 0.2 -0.2 0.215
H -1.3484 -1.9193 0.9108 0.3 -0.7 -0.2 0.213
H -2.6594 -0.8724 0.3297 0.8 0.8 0.4 0.235
H -2.0449 3.3159 0.5402 -0.1 -0.5 0.0 0.239
```
Positions in Å, forces in eV/Å.